The following is a quantum chemistry calculation of a 6-piece molecular cluster, C12H24BrO21P2S5 overall in a non-equilibrium geometry, from the Open Molecules 2025 dataset.

The relative energy (zero: lowest compared OMol25 entry of this formula, charge and spin) comes out at 221.6 kJ/mol. For the HOMO-LUMO gap, the calculation gives 6.73 eV. The calculation puts the strongest force on any atom at 6.4 eV Å⁻¹. The net charge is +1. As for the electronic energy: -7298.83091 a.u.

Geometry as XYZ:
```
65
C12H24BrO21P2S5, DFT the ωB97M-V functional and the def2-TZVPD basis
C -0.42690 0.34027 1.82112
C 0.45574 1.15086 2.35733
P 1.75793 2.50956 2.59584
Br 3.41356 2.30712 1.02460
P 0.78651 4.48882 2.29462
O -0.54090 4.21505 1.52923
H -1.21099 -0.37485 1.34158
H 2.29603 2.38609 3.94430
H 1.61864 5.40994 1.57630
H 0.51587 5.10754 3.58330
C -1.87535 -3.93039 -1.44893
C -0.53952 -4.19446 -0.77042
O -0.52579 -3.33110 0.36801
S -2.04325 -3.15596 0.91689
O -2.23707 -4.06912 2.00429
O -2.32911 -1.75098 1.01886
O -2.81030 -3.74676 -0.38376
H -1.84418 -3.00898 -2.03742
H -2.18402 -4.75837 -2.08867
H 0.30770 -3.98445 -1.42388
H -0.47522 -5.22630 -0.41259
C 0.23364 5.87886 -1.25819
C -0.37219 6.18741 -2.61857
O 0.63621 6.92001 -3.31681
S 2.09746 6.39962 -2.83566
O 2.57226 5.44186 -3.79268
O 2.86888 7.53379 -2.42137
O 1.61007 5.59257 -1.51143
H 0.18286 6.74982 -0.59744
H -0.24980 5.02842 -0.77459
H -1.28999 6.77150 -2.54285
H -0.57118 5.26908 -3.17865
C 5.92057 -0.78784 4.34066
C 5.32828 -0.05266 3.14700
O 3.91836 -0.26209 3.24537
S 3.50764 -0.36433 4.81394
O 3.02927 0.92559 5.23609
O 2.76446 -1.57094 5.00981
O 5.00041 -0.57109 5.41254
H 5.97821 -1.86375 4.15334
H 6.91010 -0.41289 4.60609
H 5.70808 -0.42786 2.19609
H 5.51589 1.02349 3.21399
C -5.56732 -6.13242 2.91928
C -4.22380 -6.74116 2.54413
O -4.24654 -8.05789 3.09325
S -5.77297 -8.61522 3.06941
O -5.93357 -9.43563 1.90390
O -6.11287 -9.06083 4.38779
O -6.51227 -7.19493 2.79472
H -5.57045 -5.79379 3.95941
H -5.84022 -5.30136 2.26695
H -3.38358 -6.17215 2.94280
H -4.12027 -6.82969 1.45817
C 1.31957 2.49003 -6.90591
C 0.19923 3.49982 -7.10701
O -0.92051 2.95523 -6.40765
S -0.38607 2.11950 -5.12250
O -0.47374 2.96698 -3.96713
O -0.95486 0.80493 -5.16739
O 1.17332 2.02568 -5.56309
H 1.20471 1.63385 -7.57684
H 2.30567 2.93390 -7.05049
H -0.04062 3.65113 -8.15993
H 0.44830 4.46192 -6.64914
```

The following is a quantum chemistry calculation of C12H24Cl12O6 as an isolated structure in a non-equilibrium geometry, from the Open Molecules 2025 dataset.

The relative energy (zero: lowest compared OMol25 entry of this formula, charge and spin) comes out at 1527.9 kJ/mol. For the HOMO-LUMO gap, the calculation gives 8.70 eV. The calculation puts the strongest force on any atom at 10.7 eV Å⁻¹. The net charge is 0. As for the electronic energy: -6444.74433 a.u.

Geometry as XYZ:
```
54
C12H24Cl12O6, DFT the ωB97M-V functional and the def2-TZVPD basis
C 1.36129 2.95075 3.04173
O -0.07014 3.27523 2.88041
C -0.83442 2.53161 2.13023
O -0.57003 1.37978 1.75392
O -1.99510 3.19775 1.87328
C -3.12803 2.59378 1.20664
H 1.85901 3.70810 3.64738
H 1.79891 3.05589 2.04899
H 1.40426 1.95564 3.48447
H -3.19712 1.58144 1.60476
H -3.14647 2.55660 0.11743
H -4.01718 3.17477 1.45149
C 0.65665 -2.25014 -3.40599
O 1.76515 -1.64874 -2.81228
C 2.45704 -2.39251 -1.94709
O 2.47714 -3.66946 -1.90121
O 3.11575 -1.59135 -1.03498
C 3.79572 -2.21255 0.04738
H 0.03300 -1.49726 -3.88799
H -0.03116 -2.72434 -2.70588
H 0.84164 -2.96465 -4.20810
H 3.27146 -1.99154 0.97711
H 4.78637 -1.77589 0.17405
H 3.93756 -3.28572 -0.08034
C -0.01588 3.44949 -0.01215
Cl 1.40013 3.62444 -0.95359
Cl -1.43491 3.71213 -1.12670
H -0.10947 2.39597 0.25137
H 0.06279 4.10191 0.85748
C -0.39877 -0.29922 0.03978
Cl -2.12892 -0.31629 -0.34705
Cl 0.44898 -1.10470 -1.37804
H -0.01886 0.70738 0.21448
H -0.31479 -0.87917 0.95886
C -2.05804 -1.67675 -2.68908
Cl -2.39901 -1.62407 -4.46393
Cl -1.48043 -3.25529 -2.32422
H -1.19583 -1.03475 -2.50877
H -2.94184 -1.30991 -2.16712
C 1.39320 0.62868 -2.88675
Cl -0.21604 0.23973 -3.54371
Cl 1.71407 2.33983 -2.93376
H 1.52873 0.30906 -1.85352
H 2.18548 0.24208 -3.52778
C -1.97586 -2.62973 1.42764
Cl -0.75611 -3.56105 0.46548
Cl -1.65964 -2.92825 3.13765
H -1.81583 -1.58178 1.17409
H -2.97627 -2.89517 1.08583
C -0.33770 0.08757 3.71459
Cl 0.12526 -1.02752 2.31297
Cl -0.26344 -0.97264 5.20962
H 0.41702 0.85512 3.88597
H -1.34956 0.44586 3.52521
```

The following is a quantum chemistry calculation of C12H24ClMnN6O as an isolated structure, from the Open Molecules 2025 dataset.

The relative energy (zero: lowest compared OMol25 entry of this formula, charge and spin) comes out at 0.0 kJ/mol. For the HOMO-LUMO gap (spin up / spin down), the calculation gives 8.47 / 9.79 eV. The calculation puts the strongest force on any atom at 0.2 eV Å⁻¹. Its multiplicity is 5. The net charge is +2. As for the expectation value of S²: 6.20. As for the electronic energy: -2486.18951 a.u.

Geometry as XYZ:
```
45
C12H24ClMnN6O, DFT the ωB97M-V functional and the def2-TZVPD basis
Mn -0.22481 0.32662 0.27116
C 1.27579 -1.90310 1.69619
C 0.30183 -1.28941 2.70399
N -0.93099 -0.82558 2.02968
C -1.81241 -1.93439 1.56784
C -2.26885 -1.71495 0.13065
N -1.11975 -1.33683 -0.73153
C -0.13565 -2.42534 -0.97162
C 1.28474 -1.90472 -0.79703
N 1.38760 -1.09832 0.44757
H 0.95658 -2.90845 1.42556
H 2.25365 -2.01069 2.16442
H 0.75319 -0.42827 3.19598
H 0.08119 -2.02685 3.47919
H -1.44624 -0.23223 2.67138
H -2.68531 -2.02996 2.21302
H -1.26412 -2.87161 1.65881
H -2.98211 -0.89039 0.08849
H -2.76973 -2.61120 -0.24295
H -1.47603 -0.99829 -1.62059
H -0.25278 -2.84351 -1.97112
H -0.33859 -3.23747 -0.27535
H 1.54967 -1.24463 -1.62575
H 1.99481 -2.73527 -0.79572
H 2.27967 -0.61357 0.43547
C -3.30523 3.72245 -0.48686
N -2.53586 3.13679 -1.59324
C -2.61488 3.63367 -2.85858
C -1.89072 3.10450 -3.86503
C -1.04555 2.00400 -3.55067
N -0.99194 1.50114 -2.30861
C -1.71369 2.07783 -1.34790
O -1.65621 1.64399 -0.14853
N -0.28534 1.44165 -4.48587
H -3.90657 4.53653 -0.87911
H -2.62755 4.10212 0.27333
H -3.95287 2.96771 -0.04881
H -3.28238 4.47199 -2.99830
H -1.95038 3.50874 -4.86374
H -0.27948 1.78594 -5.43093
H 0.34163 0.69351 -4.24583
Cl 1.78077 2.15472 -0.26148
C 0.89851 1.72141 1.20142
H 0.29093 2.55765 1.53369
H 1.59186 1.36732 1.95809
```

The following is a quantum chemistry calculation of C12H24ClNiO6S3 as an isolated structure in a non-equilibrium geometry, from the Open Molecules 2025 dataset.

The relative energy (zero: lowest compared OMol25 entry of this formula, charge and spin) comes out at 431.0 kJ/mol. For the HOMO-LUMO gap (spin up / spin down), the calculation gives 4.10 / 2.85 eV. The calculation puts the strongest force on any atom at 2.4 eV Å⁻¹. Its multiplicity is 3. The net charge is +1. As for the expectation value of S²: 2.01. As for the electronic energy: -4085.59529 a.u.

Geometry as XYZ:
```
47
C12H24ClNiO6S3, DFT the ωB97M-V functional and the def2-TZVPD basis
Ni -5.45675 -3.47463 1.32304
Cl -2.78608 -1.14758 0.83494
C 0.26994 -6.05850 -0.01958
C 0.36786 -6.94713 1.22991
C -0.91205 -7.56608 1.72353
S -2.05147 -7.40922 0.24869
O -3.09062 -6.38519 0.50869
O -2.46990 -8.77152 -0.02829
C -0.69844 -6.76387 -0.98297
H 1.26681 -5.95391 -0.44784
H -0.19919 -5.11259 0.25108
H 0.77451 -6.36461 2.05659
H 1.07031 -7.73026 0.94468
H -1.47157 -7.15674 2.56466
H -0.72963 -8.63123 1.86588
H -1.07661 -6.15051 -1.80083
H -0.22177 -7.62232 -1.45621
C 3.80107 0.32584 1.24748
C 5.17026 0.49696 0.58241
C 5.37346 1.95971 0.21473
S 3.73881 2.80359 0.03766
O 3.61901 3.06054 -1.41403
O 3.51040 3.88414 1.00030
C 2.77573 1.24649 0.56663
H 3.96645 0.60754 2.28738
H 3.45144 -0.70602 1.21389
H 5.13846 -0.16199 -0.28527
H 6.02651 0.15053 1.16114
H 6.02900 2.16908 -0.63057
H 5.76884 2.49912 1.07544
H 2.62845 0.83993 -0.43393
H 1.82816 1.37914 1.08876
C -3.62298 5.10163 -1.92922
C -3.09270 4.70976 -0.52991
C -2.91556 6.03599 0.27289
S -2.79207 7.33323 -0.99369
O -1.45195 7.91837 -0.93723
O -3.96107 8.15968 -0.88394
C -2.87963 6.26686 -2.45210
H -4.67132 5.35243 -1.76735
H -3.42079 4.23971 -2.56507
H -2.06594 4.36854 -0.66193
H -3.64406 4.02208 0.11135
H -1.97971 6.17313 0.81462
H -3.81173 6.29996 0.83443
H -1.85861 5.89164 -2.52168
H -3.24327 6.81828 -3.31916
```

The following is a quantum chemistry calculation of a 4-piece molecular cluster, C12H24N2O11PS overall in a non-equilibrium geometry, from the Open Molecules 2025 dataset.

For the HOMO-LUMO gap, the calculation gives 8.75 eV. The calculation puts the strongest force on any atom at 5.6 eV Å⁻¹. The net charge is +1. As for the electronic energy: -2148.13201 a.u.

Geometry as XYZ:
```
51
C12H24N2O11PS, DFT the ωB97M-V functional and the def2-TZVPD basis
N 2.69148 3.42911 0.93508
P 1.83518 2.10926 0.75430
O 1.51136 1.46197 2.23754
O 2.75386 0.99360 -0.05719
S 0.08021 2.62455 -0.39370
N -1.36079 2.04075 0.26745
H 2.22638 4.24040 0.52967
H 0.58810 1.58387 2.50519
H 2.49859 0.99802 -0.99723
H 0.01022 4.00326 -0.30388
H -1.44124 2.22070 1.27456
H -1.54458 1.07554 0.00539
C 4.19328 -3.89035 0.79142
C 3.12011 -3.65310 -0.25729
C 2.60186 -2.24169 -0.27305
O 1.28288 -2.40738 -0.79546
C 0.86820 -3.64212 -0.39671
O -0.26125 -4.00365 -0.41514
O 1.91916 -4.39061 0.02308
H 4.75278 -2.97683 1.00134
H 3.76774 -4.27013 1.71997
H 4.91399 -4.62925 0.43964
H 3.48127 -3.95541 -1.24452
H 3.19587 -1.58395 -0.90549
H 2.52335 -1.80374 0.72627
C -1.44055 -2.43717 -5.73787
C -0.15247 -1.71040 -5.39189
C 0.75032 -2.49470 -4.48095
O 1.48057 -1.45754 -3.81818
C 0.64953 -0.39225 -3.75387
O 0.81733 0.54543 -3.03277
O -0.39132 -0.53131 -4.60189
H -1.30488 -3.51950 -5.71196
H -2.24936 -2.16252 -5.06114
H -1.76286 -2.18235 -6.74796
H 0.36860 -1.40643 -6.30367
H 1.41580 -3.16394 -5.02335
H 0.20289 -3.06694 -3.72609
C -4.52727 3.77431 5.42053
C -3.24162 3.49334 4.66280
C -3.44782 3.32982 3.18122
O -2.34511 2.48314 2.82037
C -2.08418 1.70734 3.91502
O -1.42295 0.72308 3.87776
O -2.67356 2.21575 5.01481
H -5.25581 4.28823 4.79098
H -4.97221 2.85758 5.80652
H -4.33205 4.42387 6.27376
H -2.49675 4.26452 4.87855
H -3.41594 4.27655 2.64435
H -4.37632 2.80926 2.93369
```

The following is a quantum chemistry calculation of C12H24N2O3 as an isolated structure in a non-equilibrium geometry, from the Open Molecules 2025 dataset.

The relative energy (zero: lowest compared OMol25 entry of this formula, charge and spin) comes out at 1453.8 kJ/mol. For the HOMO-LUMO gap, the calculation gives 9.35 eV. The calculation puts the strongest force on any atom at 6.9 eV Å⁻¹. The net charge is 0. As for the electronic energy: -806.37717 a.u.

Geometry as XYZ:
```
41
C12H24N2O3, DFT the ωB97M-V functional and the def2-TZVPD basis
C 1.39457 -1.26391 -0.01648
C 0.30094 -0.11426 0.18437
C 2.63572 -0.87910 0.51619
C 3.34101 0.28874 0.12322
C 3.75524 1.19916 1.47478
C 4.64151 -0.03676 -0.68199
C -1.54196 0.93701 -0.80227
C -0.65387 2.09584 -0.69977
C -2.66467 0.95461 0.36867
C -3.58514 -0.34574 0.24860
C -4.39986 -0.67904 -0.85341
C -4.61016 -0.48481 1.42322
H 1.23124 -3.13653 -1.11165
H 2.00462 -1.59268 -1.79325
H 1.12970 -2.12427 0.56795
H 2.36810 -0.73642 1.66554
H 3.09969 -1.80569 0.59039
H 2.66935 0.85224 -0.50202
H 2.75628 1.06611 2.24954
H 4.34545 0.57359 1.95498
H 4.19060 2.28351 1.25902
H 5.63244 1.01717 -0.36455
H 4.33884 0.00044 -2.31408
H 4.90503 -1.60808 -0.15657
H -0.30952 -0.96967 -1.35198
H -1.77567 1.16961 -1.87663
H -2.10120 1.20289 1.32928
H -3.27739 1.86468 0.33258
H -2.84777 -1.19411 0.53738
H -5.13473 -1.40077 -0.47371
H -3.72351 -1.26355 -1.78092
H -5.08712 0.03204 -1.33285
H -5.86691 -0.13531 0.85220
H -4.66615 -1.65236 1.68178
H -4.18139 -0.14715 2.50786
H 1.23660 2.65613 -1.10509
N 1.13211 -2.01301 -1.25815
N -0.77738 -0.28598 -0.66559
O 0.70427 0.70402 1.04393
O -1.09159 3.09597 -0.29883
O 0.48269 1.87544 -1.47167
```

The following is a quantum chemistry calculation of a 3-piece molecular cluster, C12H24N3O2 overall in a non-equilibrium geometry, from the Open Molecules 2025 dataset.

The relative energy (zero: lowest compared OMol25 entry of this formula, charge and spin) comes out at 0.0 kJ/mol. For the HOMO-LUMO gap, the calculation gives 8.21 eV. The calculation puts the strongest force on any atom at 2.2 eV Å⁻¹. The net charge is +1. As for the electronic energy: -786.10150 a.u.

Geometry as XYZ:
```
41
C12H24N3O2, DFT the ωB97M-V functional and the def2-TZVPD basis
C -2.44758 1.22593 3.39589
C -2.71590 1.47599 2.10905
N -1.82737 0.95868 1.09104
C -0.85330 1.59475 0.54388
C -0.19507 0.75417 -0.50574
C -0.45818 -0.61927 0.17238
C -1.93546 -0.42676 0.54154
H -3.22363 0.89305 4.07379
H -1.42284 1.32046 3.74396
H -3.50726 2.12612 1.75584
H -0.58686 2.59864 0.85158
H 0.85147 1.00833 -0.65167
H -0.81534 0.85485 -1.40312
H 0.11820 -0.54861 1.09470
H -0.25902 -1.49225 -0.43735
H -2.63830 -0.52621 -0.28098
H -2.13198 -1.09691 1.37368
C 3.93883 3.78451 -1.54282
C 2.56384 3.26486 -1.88220
O 2.28601 2.07321 -1.79254
N 1.63883 4.16298 -2.29924
C 1.79206 5.59836 -2.46727
H 4.55412 2.94594 -1.23297
H 4.39923 4.25657 -2.41075
H 3.89147 4.50814 -0.72844
H 0.74591 3.75309 -2.52353
H 1.08079 6.13061 -1.83483
H 1.60380 5.87681 -3.50422
H 2.79565 5.90938 -2.20015
C -1.71443 -5.53270 -0.41683
C -1.39538 -4.43193 0.56417
O -2.14483 -3.47221 0.71777
N -0.24946 -4.53962 1.27682
C 0.74486 -5.59792 1.22508
H -2.65786 -5.29808 -0.89924
H -0.93807 -5.61138 -1.17841
H -1.80948 -6.49092 0.09399
H -0.09657 -3.77894 1.91991
H 0.84165 -6.06965 2.20310
H 1.71553 -5.18884 0.94340
H 0.46189 -6.35324 0.50074
```

The following is a quantum chemistry calculation of an isolated ion of composition C12H24N5O and charge +1 in a non-equilibrium geometry, from the Open Molecules 2025 dataset.

The relative energy (zero: lowest compared OMol25 entry of this formula, charge and spin) comes out at 0.0 kJ/mol. For the HOMO-LUMO gap, the calculation gives 8.14 eV. The calculation puts the strongest force on any atom at 1.5 eV Å⁻¹. The net charge is +1. As for the electronic energy: -820.40003 a.u.

Geometry as XYZ:
```
42
C12H24N5O, DFT the ωB97M-V functional and the def2-TZVPD basis
H 2.89220 0.77962 1.97368
N 1.97082 0.71868 1.54688
C 1.07715 0.45377 2.41141
C 1.34882 0.27912 3.87947
C -0.35820 0.31810 1.94557
N -0.59318 0.72958 0.55985
C -0.75436 -0.23320 -0.55942
C -0.12838 -1.59221 -0.22348
N 0.21376 -2.36334 -1.40412
C -0.94921 -2.92644 -2.11623
C -1.38902 -4.21800 -1.43564
C 1.12515 -1.67468 -2.24226
C 2.54371 -1.58132 -1.72484
O 0.81279 -1.20617 -3.31687
C -0.69759 2.02889 0.25878
N -1.83418 2.52349 -0.29725
C -1.52477 3.81361 -0.90058
C -0.32422 4.27649 -0.03361
N 0.27321 2.97999 0.40816
H 1.37477 -0.77292 4.15763
H 2.32140 0.69259 4.12983
H 0.61526 0.78188 4.50648
H -0.97134 0.95440 2.58670
H -0.68760 -0.70452 2.09663
H -1.81863 -0.35961 -0.75571
H -0.32827 0.21611 -1.45200
H 0.75301 -1.45949 0.40244
H -0.86198 -2.16930 0.33487
H -1.76632 -2.21437 -2.22868
H -0.60036 -3.18256 -3.11057
H -0.48808 -4.75920 -1.15492
H -1.94778 -4.03875 -0.51939
H -1.95989 -4.85618 -2.10090
H 2.72999 -0.54397 -1.45062
H 3.19876 -1.85211 -2.54387
H 2.69643 -2.20709 -0.85354
H -2.66575 2.43203 0.26556
H -2.32870 4.51946 -0.73512
H -1.23669 3.72323 -1.93992
H 0.38943 4.86512 -0.59168
H -0.70462 4.77182 0.85719
H 0.58245 3.05745 1.37008
```

Look up the strongest force on any atom of the first one.
6.4 eV Å⁻¹